# 1
ORCA calculation (ωB97M-V/def2-TZVPD) on a molecular structure, C28H27FeN2S2.

XYZ file:
```
60
Properties=species:S:1:pos:R:3
Fe 0.31 0.17 -0.19
C -0.17 2.37 -0.29
C -0.75 1.97 0.98
C -1.77 1.07 0.70
C -1.78 0.82 -0.70
C -0.86 1.72 -1.32
C -0.69 2.02 -2.77
C -2.85 0.04 -1.40
C -2.72 0.45 1.68
C -0.43 2.59 2.30
C 0.88 3.43 -0.47
H 0.36 2.11 -3.03
H -1.17 2.97 -3.03
H -1.14 1.25 -3.41
H -3.83 0.48 -1.18
H -2.88 -1.00 -1.07
H -2.72 0.04 -2.48
H -3.69 0.95 1.67
H -2.33 0.50 2.70
H -2.90 -0.60 1.45
H -0.66 1.93 3.13
H -1.02 3.50 2.43
H 0.62 2.86 2.37
H 0.48 4.28 -1.02
H 1.74 3.05 -1.03
H 1.25 3.79 0.48
S 2.21 0.65 1.10
C 3.00 0.69 -0.43
C 4.38 0.77 -0.63
C 4.87 0.74 -1.92
C 3.97 0.64 -2.98
C 2.63 0.57 -2.70
N 2.13 0.59 -1.46
H 5.03 0.84 0.23
H 5.93 0.80 -2.10
H 4.31 0.62 -4.01
H 1.92 0.51 -3.51
S -1.26 -3.62 1.70
C -0.84 -2.62 3.05
C -1.02 -2.89 4.40
C -0.58 -1.95 5.31
C 0.04 -0.77 4.88
C 0.21 -0.50 3.54
C -0.25 -1.43 2.60
N -0.17 -1.33 1.21
C -0.64 -2.41 0.63
C -0.60 -2.50 -0.81
C -1.00 -3.64 -1.50
C -0.93 -3.65 -2.88
C -0.48 -2.50 -3.53
C -0.10 -1.38 -2.82
C -0.13 -1.33 -1.42
H -1.48 -3.81 4.72
H -0.70 -2.14 6.37
H 0.39 -0.06 5.61
H 0.69 0.41 3.22
H -1.35 -4.52 -0.97
H -1.23 -4.52 -3.44
H -0.43 -2.49 -4.61
H 0.20 -0.51 -3.39
```

Summary:
Kohn-Sham gap (spin up / spin down) ... 7.071 / 7.442 eV
Multiplicity ... 2
E_LUMO (spin up / spin down) ... 0.00326 / 0.00310 Eh
ΔE to the lowest compared entry with this formula, charge and spin ... 38.3 kJ/mol
Net charge ... 0


# 2
ORCA calculation (ωB97M-V/def2-TZVPD) on a molecular structure, C28H27IrN9S.

XYZ file:
```
66
Properties=species:S:1:pos:R:3
Ir -0.05 -0.01 0.97
C 0.86 4.16 -1.39
C 0.00 3.11 -0.74
N -0.23 1.85 1.40
N -1.21 2.41 2.10
C -1.82 1.50 2.85
N -2.86 1.92 3.59
S -1.37 -0.18 2.91
C 2.23 1.43 -0.37
C 3.43 1.54 -1.07
C 3.71 0.61 -2.05
C 2.76 -0.37 -2.35
C 1.60 -0.41 -1.60
N 1.36 0.44 -0.59
H 0.61 5.18 -1.10
H 0.75 4.08 -2.47
H 1.91 4.02 -1.16
H -3.01 2.91 3.71
H -3.27 1.29 4.26
H 4.10 2.36 -0.87
H 4.63 0.67 -2.61
H 2.92 -1.08 -3.14
H 0.83 -1.13 -1.80
C -3.36 4.64 -3.90
C -2.84 3.52 -3.03
C -3.44 2.24 -3.06
C -3.02 1.27 -2.20
C -1.97 1.44 -1.25
N -1.69 0.36 -0.46
C -2.76 -0.45 -0.04
C -4.02 0.07 0.29
C -5.03 -0.73 0.79
C -4.85 -2.09 1.02
C -5.93 -2.95 1.62
C -3.60 -2.61 0.72
C -2.58 -1.82 0.19
N -1.33 -2.47 -0.05
C -1.15 -3.71 -0.54
C 0.18 -4.04 -0.41
C 0.76 -2.93 0.21
N -0.15 -1.98 0.42
C -1.24 2.69 -1.31
C -1.78 3.69 -2.19
N 0.51 2.85 0.64
C 0.65 4.12 1.43
C 1.95 4.27 1.81
C 2.71 3.23 1.30
N 1.89 2.37 0.59
H -4.45 4.70 -3.85
H -3.09 4.48 -4.94
H -2.95 5.60 -3.59
H -4.24 2.03 -3.76
H -3.49 0.30 -2.25
H -4.18 1.13 0.16
H -5.98 -0.27 1.04
H -6.92 -2.52 1.45
H -5.79 -3.04 2.70
H -5.92 -3.96 1.20
H -3.39 -3.66 0.93
H -1.98 -4.25 -0.97
H 0.66 -4.96 -0.71
H 1.79 -2.77 0.50
H -1.34 4.68 -2.16
H -0.25 4.66 1.63
H 2.33 5.09 2.41
H 3.75 3.00 1.43
```

Summary:
Kohn-Sham gap (spin up / spin down) ... 6.429 / 5.681 eV
Multiplicity ... 5
E_LUMO (spin up / spin down) ... -0.09611 / -0.13446 Eh
Net charge ... +1


- Among the records above, which one has the highest multiplicity?
  C28H27IrN9S


What did the second record say?
ORCA calculation (ωB97M-V/def2-TZVPD) on a molecular structure, C28H27IrN9S.

XYZ file:
```
66
Properties=species:S:1:pos:R:3
Ir -0.05 -0.01 0.97
C 0.86 4.16 -1.39
C 0.00 3.11 -0.74
N -0.23 1.85 1.40
N -1.21 2.41 2.10
C -1.82 1.50 2.85
N -2.86 1.92 3.59
S -1.37 -0.18 2.91
C 2.23 1.43 -0.37
C 3.43 1.54 -1.07
C 3.71 0.61 -2.05
C 2.76 -0.37 -2.35
C 1.60 -0.41 -1.60
N 1.36 0.44 -0.59
H 0.61 5.18 -1.10
H 0.75 4.08 -2.47
H 1.91 4.02 -1.16
H -3.01 2.91 3.71
H -3.27 1.29 4.26
H 4.10 2.36 -0.87
H 4.63 0.67 -2.61
H 2.92 -1.08 -3.14
H 0.83 -1.13 -1.80
C -3.36 4.64 -3.90
C -2.84 3.52 -3.03
C -3.44 2.24 -3.06
C -3.02 1.27 -2.20
C -1.97 1.44 -1.25
N -1.69 0.36 -0.46
C -2.76 -0.45 -0.04
C -4.02 0.07 0.29
C -5.03 -0.73 0.79
C -4.85 -2.09 1.02
C -5.93 -2.95 1.62
C -3.60 -2.61 0.72
C -2.58 -1.82 0.19
N -1.33 -2.47 -0.05
C -1.15 -3.71 -0.54
C 0.18 -4.04 -0.41
C 0.76 -2.93 0.21
N -0.15 -1.98 0.42
C -1.24 2.69 -1.31
C -1.78 3.69 -2.19
N 0.51 2.85 0.64
C 0.65 4.12 1.43
C 1.95 4.27 1.81
C 2.71 3.23 1.30
N 1.89 2.37 0.59
H -4.45 4.70 -3.85
H -3.09 4.48 -4.94
H -2.95 5.60 -3.59
H -4.24 2.03 -3.76
H -3.49 0.30 -2.25
H -4.18 1.13 0.16
H -5.98 -0.27 1.04
H -6.92 -2.52 1.45
H -5.79 -3.04 2.70
H -5.92 -3.96 1.20
H -3.39 -3.66 0.93
H -1.98 -4.25 -0.97
H 0.66 -4.96 -0.71
H 1.79 -2.77 0.50
H -1.34 4.68 -2.16
H -0.25 4.66 1.63
H 2.33 5.09 2.41
H 3.75 3.00 1.43
```

Summary:
Kohn-Sham gap (spin up / spin down) ... 6.429 / 5.681 eV
Multiplicity ... 5
E_LUMO (spin up / spin down) ... -0.09611 / -0.13446 Eh
Net charge ... +1


- Which value of multiplicity does entry 1 give?
  2


Please write out number 1 again, unchanged.
ORCA calculation (ωB97M-V/def2-TZVPD) on a molecular structure, C28H27FeN2S2.

XYZ file:
```
60
Properties=species:S:1:pos:R:3
Fe 0.31 0.17 -0.19
C -0.17 2.37 -0.29
C -0.75 1.97 0.98
C -1.77 1.07 0.70
C -1.78 0.82 -0.70
C -0.86 1.72 -1.32
C -0.69 2.02 -2.77
C -2.85 0.04 -1.40
C -2.72 0.45 1.68
C -0.43 2.59 2.30
C 0.88 3.43 -0.47
H 0.36 2.11 -3.03
H -1.17 2.97 -3.03
H -1.14 1.25 -3.41
H -3.83 0.48 -1.18
H -2.88 -1.00 -1.07
H -2.72 0.04 -2.48
H -3.69 0.95 1.67
H -2.33 0.50 2.70
H -2.90 -0.60 1.45
H -0.66 1.93 3.13
H -1.02 3.50 2.43
H 0.62 2.86 2.37
H 0.48 4.28 -1.02
H 1.74 3.05 -1.03
H 1.25 3.79 0.48
S 2.21 0.65 1.10
C 3.00 0.69 -0.43
C 4.38 0.77 -0.63
C 4.87 0.74 -1.92
C 3.97 0.64 -2.98
C 2.63 0.57 -2.70
N 2.13 0.59 -1.46
H 5.03 0.84 0.23
H 5.93 0.80 -2.10
H 4.31 0.62 -4.01
H 1.92 0.51 -3.51
S -1.26 -3.62 1.70
C -0.84 -2.62 3.05
C -1.02 -2.89 4.40
C -0.58 -1.95 5.31
C 0.04 -0.77 4.88
C 0.21 -0.50 3.54
C -0.25 -1.43 2.60
N -0.17 -1.33 1.21
C -0.64 -2.41 0.63
C -0.60 -2.50 -0.81
C -1.00 -3.64 -1.50
C -0.93 -3.65 -2.88
C -0.48 -2.50 -3.53
C -0.10 -1.38 -2.82
C -0.13 -1.33 -1.42
H -1.48 -3.81 4.72
H -0.70 -2.14 6.37
H 0.39 -0.06 5.61
H 0.69 0.41 3.22
H -1.35 -4.52 -0.97
H -1.23 -4.52 -3.44
H -0.43 -2.49 -4.61
H 0.20 -0.51 -3.39
```

Summary:
Kohn-Sham gap (spin up / spin down) ... 7.071 / 7.442 eV
Multiplicity ... 2
E_LUMO (spin up / spin down) ... 0.00326 / 0.00310 Eh
ΔE to the lowest compared entry with this formula, charge and spin ... 38.3 kJ/mol
Net charge ... 0